Molecular formula: C5H14
Method: DFT, wB97M-V/def2-TZVPD

Results
HOMO energy	-0.4088	hartree
HOMO-LUMO gap	12.2	eV
energy above the lowest of the compared OMol25 structures with the same formula, charge and spin	165.09	kJ/mol

Cartesian coordinates (Å):
1 C 0.58 1.75 0.61
2 C -0.41 0.72 1.18
3 C -1.34 1.57 2.02
4 H 1.22 2.29 1.48
5 H 0.24 2.68 0.09
6 H 1.37 1.31 -0.03
7 H -0.98 0.17 0.28
8 H 0.27 -0.06 1.83
9 H -2.04 2.02 1.28
10 H -2.12 1.04 2.71
11 H -0.76 2.20 2.62
12 C 0.72 -1.33 -2.26
13 C 0.29 -2.51 -1.21
14 H 1.69 -0.92 -2.13
15 H 0.92 -1.92 -3.24
16 H -0.09 -0.57 -2.37
17 H -0.62 -3.02 -1.40
18 H 0.15 -2.06 -0.24
19 H 0.90 -3.37 -1.22

These are the Löwdin partial charges, in e, on atoms 1 to 6:
1 C -0.187
2 C -0.346
3 C -0.175
4 H 0.112
5 H 0.070
6 H 0.052